Entry 1:
C13H4Cl4O4SW | wB97M-V/def2-TZVPD

- HOMO-LUMO gap (eV) = 5.50
- DFT total energy (eV) = -84468.127
- energy above the lowest of the compared OMol25 structures with the same formula, charge and spin (kJ/mol) = 74.9
- maximum force (hartree/bohr) = 0.0278

ORCA input file:
```
! wB97M-V def2-TZVPD RIJCOSX def2/J DEFGRID3
* xyz 2 1
W 0.45 -0.43 -0.12
Cl 4.02 -2.31 -4.98
C 3.51 -1.79 -3.46
C 4.40 -1.02 -2.64
Cl 5.95 -0.66 -3.22
C 4.03 -0.58 -1.39
Cl 5.03 0.34 -0.38
C 2.76 -0.95 -0.93
O 2.28 -0.62 0.32
C 1.88 -1.71 -1.73
O 0.66 -1.99 -1.16
C 2.24 -2.11 -3.02
Cl 1.13 -3.00 -3.95
O -1.85 2.89 -0.69
C -1.67 1.97 -0.02
O -0.46 1.03 -0.47
C -2.30 1.43 1.19
C -3.35 2.24 1.62
C -4.10 1.92 2.75
C -3.79 0.78 3.48
C -2.74 -0.04 3.07
C -2.01 0.28 1.95
S -0.72 -0.94 1.65
H -3.59 3.12 1.05
H -4.91 2.56 3.05
H -4.36 0.52 4.36
H -2.50 -0.93 3.64
*
```

***

Entry 2:
C5H18NO5 | wB97M-V/def2-TZVPD

- HOMO-LUMO gap (eV) = 8.74
- DFT total energy (eV) = -17205.209
- energy above the lowest of the compared OMol25 structures with the same formula, charge and spin (kJ/mol) = 73.7
- maximum force (hartree/bohr) = 0.0370

ORCA input file:
```
! wB97M-V def2-TZVPD RIJCOSX def2/J DEFGRID3
* xyz -1 1
C -1.49 0.57 -0.90
O -0.90 -0.68 -0.87
C -0.73 1.69 -0.18
C 0.21 1.25 0.94
C 1.71 1.13 0.52
C 2.26 -0.31 0.47
O 3.41 -0.48 -0.38
N -1.63 2.78 0.26
H -2.51 0.49 -0.47
H -1.49 0.82 -1.99
H 0.24 -1.43 -1.75
H -0.07 2.24 -0.90
H 0.14 1.91 1.82
H -0.08 0.31 1.34
H 2.35 1.67 1.20
H 1.77 1.64 -0.43
H 2.69 -0.51 1.47
H 1.51 -1.02 0.14
H -2.08 2.53 1.14
H -2.29 3.01 -0.47
H 3.17 -1.04 -1.12
H 0.98 -0.79 -2.99
O 0.85 -1.62 -2.53
H -0.68 -1.30 0.26
H -0.65 -2.87 0.54
O -0.35 -2.10 1.03
H -1.94 -1.46 1.40
H -3.29 -0.82 1.05
O -2.85 -1.29 1.77
*
```

***

Entry 3:
C19H17N5O5SSbSe4SiTc | wB97M-V/def2-TZVPD

- HOMO-LUMO gap (eV) = 6.59
- DFT total energy (eV) = -326500.757
- energy above the lowest of the compared OMol25 structures with the same formula, charge and spin (kJ/mol) = 0.0
- maximum force (hartree/bohr) = 0.0139

ORCA input file:
```
! wB97M-V def2-TZVPD RIJCOSX def2/J DEFGRID3
* xyz 0 1
Tc -0.01 0.72 0.22
O 3.06 1.11 -0.02
C 2.00 0.61 0.12
O 1.54 -0.60 0.30
C 0.27 2.42 -0.85
O 0.97 3.32 -1.18
O -0.90 1.97 -1.14
Se -1.42 1.10 6.14
Sb -0.69 2.86 4.83
Se -1.41 2.20 1.86
Se 0.24 0.75 2.64
Se 1.69 2.16 3.82
N -4.93 -3.87 3.00
C -5.07 -3.21 1.83
S -6.40 -3.34 0.89
C -3.89 -2.38 1.44
C -4.05 -1.31 0.57
C -2.96 -0.53 0.24
N -1.73 -0.77 0.70
C -1.56 -1.81 1.51
C -2.60 -2.63 1.91
H -5.71 -4.42 3.32
H -4.20 -3.64 3.65
H -5.03 -1.08 0.17
H -3.07 0.33 -0.41
H -0.55 -2.01 1.85
H -2.38 -3.47 2.55
C -0.03 -2.70 -3.82
Si 0.77 -2.07 -2.26
C 0.44 -3.27 -0.89
C 2.55 -1.64 -2.48
C 3.49 -2.65 -2.29
C 4.84 -2.41 -2.46
C 5.27 -1.14 -2.82
C 4.35 -0.12 -3.01
C 3.00 -0.37 -2.84
H 0.31 -3.73 -3.94
H 0.27 -2.16 -4.72
H -1.12 -2.73 -3.76
H 0.80 -4.26 -1.18
H -0.64 -3.36 -0.72
H 0.93 -2.98 0.04
H 3.18 -3.65 -1.99
H 5.56 -3.20 -2.31
H 6.33 -0.94 -2.94
H 4.69 0.87 -3.27
H 2.30 0.45 -2.98
O -0.07 -0.55 -1.88
N -1.35 -0.38 -2.36
C -1.41 0.20 -3.49
C -0.28 0.67 -4.25
N 0.60 1.03 -4.89
C -2.72 0.41 -4.03
N -3.77 0.59 -4.47
*
```

***

What did the third record say?
C19H17N5O5SSbSe4SiTc | wB97M-V/def2-TZVPD

- HOMO-LUMO gap (eV) = 6.59
- DFT total energy (eV) = -326500.757
- energy above the lowest of the compared OMol25 structures with the same formula, charge and spin (kJ/mol) = 0.0
- maximum force (hartree/bohr) = 0.0139

ORCA input file:
```
! wB97M-V def2-TZVPD RIJCOSX def2/J DEFGRID3
* xyz 0 1
Tc -0.01 0.72 0.22
O 3.06 1.11 -0.02
C 2.00 0.61 0.12
O 1.54 -0.60 0.30
C 0.27 2.42 -0.85
O 0.97 3.32 -1.18
O -0.90 1.97 -1.14
Se -1.42 1.10 6.14
Sb -0.69 2.86 4.83
Se -1.41 2.20 1.86
Se 0.24 0.75 2.64
Se 1.69 2.16 3.82
N -4.93 -3.87 3.00
C -5.07 -3.21 1.83
S -6.40 -3.34 0.89
C -3.89 -2.38 1.44
C -4.05 -1.31 0.57
C -2.96 -0.53 0.24
N -1.73 -0.77 0.70
C -1.56 -1.81 1.51
C -2.60 -2.63 1.91
H -5.71 -4.42 3.32
H -4.20 -3.64 3.65
H -5.03 -1.08 0.17
H -3.07 0.33 -0.41
H -0.55 -2.01 1.85
H -2.38 -3.47 2.55
C -0.03 -2.70 -3.82
Si 0.77 -2.07 -2.26
C 0.44 -3.27 -0.89
C 2.55 -1.64 -2.48
C 3.49 -2.65 -2.29
C 4.84 -2.41 -2.46
C 5.27 -1.14 -2.82
C 4.35 -0.12 -3.01
C 3.00 -0.37 -2.84
H 0.31 -3.73 -3.94
H 0.27 -2.16 -4.72
H -1.12 -2.73 -3.76
H 0.80 -4.26 -1.18
H -0.64 -3.36 -0.72
H 0.93 -2.98 0.04
H 3.18 -3.65 -1.99
H 5.56 -3.20 -2.31
H 6.33 -0.94 -2.94
H 4.69 0.87 -3.27
H 2.30 0.45 -2.98
O -0.07 -0.55 -1.88
N -1.35 -0.38 -2.36
C -1.41 0.20 -3.49
C -0.28 0.67 -4.25
N 0.60 1.03 -4.89
C -2.72 0.41 -4.03
N -3.77 0.59 -4.47
*
```

***

- Number 2 is which compound?
  C5H18NO5

***

- What is the formula in the third record?
  C19H17N5O5SSbSe4SiTc

***

- What is the energy above the lowest of the compared OMol25 structures with the same formula, charge and spin in the third record?
  0.0 kJ/mol